# 1
C5H8N2 | ωB97M-V/def2-TZVPD

Each line ends with the Mulliken charge.
Element x y z (Å)
C (0.786, 0.825, -1.580)  -1.16
C (-0.915, -0.686, 0.228)  0.10
C (0.067, 0.984, -0.277)  0.82
C (1.409, -1.024, 0.868)  -0.46
C (-2.061, -1.106, 0.729)  -0.86
N (0.296, -0.383, 0.690)  -0.07
N (-0.323, 2.073, 0.197)  -0.67
H (-0.778, 2.024, 1.102)  0.25
H (1.789, 1.252, -1.511)  0.31
H (0.867, -0.221, -1.868)  0.28
H (0.231, 1.373, -2.341)  0.35
H (1.430, -2.106, 0.847)  0.29
H (2.310, -0.451, 1.029)  0.31
H (-2.179, -1.329, 1.788)  0.27
H (-2.932, -1.225, 0.099)  0.25

Output
net charge	0
E	-8289.8893	eV
Kohn-Sham gap (spin up / spin down)	8.06 / 8.06	eV
max |F|	0.84	eV Å⁻¹
energy relative to the best compared isomer or geometry (same formula, charge and spin)	492.8	kJ/mol

=====

# 2
C5H8N2 | ωB97M-V/def2-TZVPD

Each line ends with the Mulliken charge.
Element x y z (Å)
C (0.954, 1.797, 0.139)  -1.17
C (0.868, 0.695, -0.893)  0.30
C (0.840, -0.752, -0.575)  0.07
C (0.605, -1.197, 0.788)  0.02
N (0.223, -1.584, 1.815)  -0.49
N (-0.325, -0.070, -1.174)  -0.43
C (-2.224, -1.136, 0.419)  -0.81
H (0.575, 1.473, 1.112)  0.35
H (1.995, 2.121, 0.260)  0.30
H (0.371, 2.661, -0.196)  0.29
H (1.451, 0.921, -1.797)  0.35
H (1.398, -1.469, -1.180)  0.31
H (-1.392, -1.287, -0.227)  0.35
H (-3.204, -1.498, 0.112)  0.28
H (-2.134, -0.676, 1.397)  0.27

Output
net charge	0
E	-8289.1710	eV
Kohn-Sham gap (spin up / spin down)	11.08 / 7.05	eV
max |F|	1.69	eV Å⁻¹
energy relative to the best compared isomer or geometry (same formula, charge and spin)	562.1	kJ/mol

=====

Look up the net charge of the second one.
0